# 1
A cluster of 7 separate species, C55H62BrNO15S in total in a non-equilibrium geometry, computed with ωB97M-V/def2-TZVPD.

Geometry as ORCA input:
```
! wB97M-V def2-TZVPD RIJCOSX def2/J DEFGRID3
* xyz 0 1
C 6.192 -6.145 1.933
C 7.215 -6.057 3.040
C 7.809 -4.665 3.331
C 7.752 -3.624 2.222
C 9.028 -2.789 2.173
C 8.843 -1.359 1.679
C 8.550 -0.361 2.796
C 7.610 0.802 2.491
C 6.195 0.508 1.998
C 5.120 1.066 2.937
C 4.227 0.038 3.607
C 3.683 0.621 4.857
O 2.816 1.709 4.522
S 1.400 1.149 4.089
O 0.931 2.040 3.124
O 0.648 0.997 5.255
C 1.690 -0.521 3.369
C 0.510 -0.794 2.452
C -0.793 -0.805 3.251
C 0.619 -2.153 1.761
C 0.724 -3.359 2.678
C -0.031 -4.574 2.127
C 3.100 -0.576 2.714
N 3.366 -1.982 2.492
Br 3.039 0.213 0.939
H 5.671 -7.080 1.988
H 5.502 -5.330 1.920
H 6.691 -6.151 0.983
H 6.730 -6.383 3.942
H 7.992 -6.773 2.865
H 7.344 -4.274 4.215
H 8.834 -4.823 3.596
H 7.652 -4.071 1.254
H 6.956 -2.938 2.445
H 9.537 -2.807 3.120
H 9.654 -3.273 1.448
H 9.760 -1.075 1.206
H 8.072 -1.357 0.928
H 8.230 -0.875 3.687
H 9.496 0.082 3.047
H 8.107 1.398 1.750
H 7.564 1.403 3.377
H 6.062 -0.541 1.859
H 6.080 0.944 1.026
H 4.547 1.841 2.470
H 5.660 1.538 3.734
H 4.874 -0.759 3.917
H 3.165 -0.094 5.475
H 4.480 1.006 5.451
H 1.685 -1.186 4.207
H 0.380 -0.024 1.719
H -0.705 -1.400 4.140
H -1.089 0.178 3.549
H -1.575 -1.209 2.638
H -0.258 -2.252 1.145
H 1.460 -2.175 1.100
H 1.744 -3.666 2.797
H 0.331 -3.146 3.656
H 0.073 -4.546 1.066
H -1.070 -4.509 2.370
H 0.414 -5.461 2.539
H 3.511 -2.436 3.388
H 4.233 -2.056 1.973
O -3.001 -2.447 0.269
C -3.745 -1.496 0.154
C -3.537 -0.478 -0.903
C -4.352 0.565 -1.019
C -5.502 0.750 -0.099
O -6.245 1.702 -0.200
C -5.711 -0.272 0.958
C -4.895 -1.313 1.076
H -2.695 -0.634 -1.565
H -4.219 1.318 -1.784
H -6.554 -0.116 1.619
H -5.025 -2.071 1.838
O 1.867 -7.739 -2.893
C 1.202 -6.728 -2.947
C 0.295 -6.339 -1.837
C -0.434 -5.229 -1.899
C -0.371 -4.331 -3.080
O -1.033 -3.317 -3.137
C 0.535 -4.719 -4.192
C 1.264 -5.829 -4.129
H 0.265 -7.006 -0.985
H -1.101 -4.925 -1.102
H 0.565 -4.051 -5.043
H 1.932 -6.132 -4.926
O -3.206 3.975 -2.491
C -3.669 4.877 -1.822
C -3.411 6.297 -2.166
C -3.917 7.285 -1.435
C -4.762 7.009 -0.245
O -5.224 7.910 0.420
C -5.015 5.587 0.100
C -4.508 4.599 -0.631
H -2.791 6.476 -3.035
H -3.740 8.328 -1.664
H -5.631 5.406 0.971
H -4.686 3.558 -0.399
O -4.966 3.877 -8.037
C -5.157 3.109 -7.119
C -5.963 1.872 -7.306
C -6.174 1.029 -6.300
C -5.617 1.293 -4.950
O -5.809 0.527 -4.027
C -4.817 2.526 -4.760
C -4.600 3.367 -5.766
H -6.363 1.703 -8.297
H -6.758 0.124 -6.415
H -4.425 2.699 -3.768
H -4.016 4.272 -5.649
O -12.609 2.643 -3.347
C -11.899 2.121 -4.178
C -12.449 1.658 -5.479
C -11.671 1.083 -6.391
C -10.220 0.882 -6.148
O -9.510 0.359 -6.981
C -9.669 1.344 -4.847
C -10.447 1.918 -3.935
H -13.508 1.816 -5.635
H -12.049 0.738 -7.345
H -8.610 1.182 -4.688
H -10.067 2.261 -2.981
O 3.526 6.505 2.523
C 2.689 6.195 1.704
C 2.257 7.154 0.652
C 1.341 6.820 -0.250
C 0.714 5.474 -0.248
O -0.114 5.165 -1.078
C 1.139 4.517 0.807
C 2.056 4.852 1.712
H 2.730 8.128 0.667
H 1.013 7.501 -1.026
H 0.668 3.543 0.799
H 2.378 4.166 2.485
*
```

structure (SMILES): CCCCCCCCCC[C@H]1COS(=O)(=O)[C@@H]([C@H](C)CCC)[C@@]1(N)Br.O=C1C=CC(=O)C=C1.O=C1C=CC(=O)C=C1.O=C1C=CC(=O)C=C1.O=C1C=CC(=O)C=C1.O=C1C=CC(=O)C=C1.O=C1C=CC(=O)C=C1
molecular weight: 1089.06 g mol⁻¹
calculated total energy: -171113.0815 eV
E_LUMO: -1.49 eV
HOMO: -10.07 eV

Atomic partial charges in e from the Mulliken method, atoms 1 to 4: C -1.21; C -0.46; C -0.85; C 0.48

# 2
A structure of composition C55H66AsNNaO4PS5Sb in a non-equilibrium geometry, computed with ωB97M-V/def2-TZVPD.

Geometry as ORCA input:
```
! wB97M-V def2-TZVPD RIJCOSX def2/J DEFGRID3
* xyz -2 2
Na -0.136 -0.445 -0.783
O 0.646 1.444 -1.018
S 0.641 2.915 -1.253
C -1.096 3.469 -1.268
C -1.889 3.302 -2.552
C -2.182 1.850 -2.926
C -3.359 1.294 -2.133
S -3.120 -0.473 -1.831
O -2.230 -0.510 -0.631
C -4.794 -0.861 -1.299
C -5.464 -0.144 -0.315
C -6.764 -0.497 0.006
C -7.381 -1.566 -0.633
C -6.698 -2.293 -1.598
C -5.399 -1.938 -1.934
C 1.056 3.151 -2.975
C 1.069 2.062 -3.832
C 1.419 2.273 -5.159
C 1.741 3.543 -5.609
C 1.736 4.622 -4.731
C 1.403 4.426 -3.402
H -1.044 4.518 -0.972
H -1.528 2.923 -0.422
H -1.362 3.800 -3.372
H -2.834 3.840 -2.420
H -1.303 1.221 -2.777
H -2.401 1.779 -3.994
H -4.307 1.434 -2.653
H -3.422 1.730 -1.132
H -4.961 0.655 0.214
H -7.290 0.056 0.774
H -8.394 -1.842 -0.367
H -7.171 -3.136 -2.085
H -4.849 -2.491 -2.682
H 0.852 1.062 -3.483
H 1.441 1.425 -5.829
H 2.017 3.696 -6.644
H 2.012 5.609 -5.078
H 1.426 5.248 -2.700
C 4.388 -1.208 -3.120
C 4.047 -2.546 -3.208
C 2.741 -2.887 -3.498
C 1.795 -1.879 -3.709
N 2.130 -0.593 -3.598
C 3.378 -0.276 -3.300
C 0.412 -2.166 -4.176
C 0.276 -3.236 -5.068
C -0.935 -3.497 -5.687
C -2.002 -2.651 -5.417
C -1.841 -1.614 -4.506
C -0.658 -1.318 -3.805
H 5.386 -0.891 -2.859
H 4.784 -3.319 -3.020
H 2.448 -3.927 -3.541
H 3.583 0.783 -3.191
H 1.136 -3.849 -5.324
H -1.033 -4.323 -6.386
H -2.959 -2.805 -5.911
H -2.731 -1.006 -4.324
C -3.147 0.803 6.913
C -2.179 0.780 5.745
O -2.761 1.493 4.669
P -2.420 1.024 3.137
S -3.236 2.458 2.036
S -0.548 0.485 3.006
O -3.280 -0.363 3.053
C -4.653 -0.394 3.378
C -5.191 -1.738 2.940
H -2.722 0.276 7.767
H -4.086 0.321 6.642
H -3.366 1.827 7.212
H -1.945 -0.245 5.441
H -1.233 1.266 6.004
H -5.170 0.434 2.882
H -4.770 -0.254 4.460
H -5.032 -1.874 1.873
H -6.261 -1.808 3.140
H -4.683 -2.545 3.467
S 2.903 -1.213 0.551
Sb 2.770 0.967 1.538
C 4.009 2.146 0.207
C 3.855 3.516 0.042
C 4.646 4.218 -0.857
C 5.615 3.557 -1.594
C 5.786 2.190 -1.426
C 4.984 1.494 -0.538
C 4.394 0.624 2.942
C 5.427 1.533 3.129
C 6.453 1.278 4.026
C 6.454 0.106 4.766
C 5.426 -0.810 4.592
C 4.414 -0.554 3.680
C 2.145 2.798 2.845
C 2.472 2.844 4.196
C 1.816 3.704 5.066
C 0.804 4.529 4.606
C 0.453 4.486 3.264
C 1.115 3.623 2.405
H 3.113 4.046 0.625
H 4.504 5.286 -0.980
H 6.230 4.101 -2.300
H 6.541 1.664 -1.999
H 5.090 0.424 -0.421
H 5.430 2.463 2.571
H 7.254 2.000 4.149
H 7.252 -0.095 5.471
H 5.418 -1.733 5.161
H 3.639 -1.292 3.515
H 3.245 2.194 4.592
H 2.089 3.715 6.116
H 0.271 5.180 5.290
H -0.368 5.090 2.895
H 0.783 3.570 1.372
C -2.843 -5.035 -0.149
C -2.337 -3.632 -0.454
As -0.504 -3.139 0.114
C -0.554 -3.906 1.934
C 0.531 -3.341 2.841
C 0.457 -4.608 -0.795
C 1.884 -4.771 -0.297
H -3.876 -5.157 -0.484
H -2.821 -5.243 0.921
H -2.249 -5.802 -0.648
H -2.983 -2.887 0.017
H -2.364 -3.435 -1.530
H -0.486 -4.999 1.849
H -1.540 -3.663 2.344
H 1.524 -3.444 2.405
H 0.524 -3.842 3.813
H 0.371 -2.273 3.003
H 0.438 -4.366 -1.861
H -0.098 -5.542 -0.654
H 2.427 -3.826 -0.319
H 2.433 -5.497 -0.904
H 1.897 -5.128 0.733
*
```

molecular weight: 1216.12 g mol⁻¹
calculated total energy: -203045.5316 eV
E_LUMO (alpha / beta): 3.42 / 3.42 eV
energy relative to the best compared isomer or geometry (same formula, charge and spin): 31.7 kJ/mol
HOMO (alpha / beta): -0.95 / -2.16 eV
<S²>: 0.76

Atomic partial charges in e from the Mulliken method, atoms 1 to 4: Na 2.35; O -0.22; S 0.20; C -0.43